A gas-phase ion, C6H11N2S (charge +1) in a non-equilibrium geometry, computed with ωB97M-V/def2-TZVPD.

Structure (XYZ):
```
20
Properties=species:S:1:pos:R:3:forces:R:3:lowdin_charge:R:1
C -0.2810 -1.9398 -0.3524 -0.35 0.54 0.04 -0.316
C 0.6902 -0.9193 -0.8284 -0.63 -1.33 -0.90 -0.416
C -0.7586 -0.6422 2.0279 1.65 -0.99 -0.16 -0.294
C 1.7489 -1.3836 -1.8060 0.11 1.67 1.02 0.001
C 1.2769 1.3648 -0.7760 -0.85 1.60 0.41 -0.096
C -2.2312 1.2021 1.5183 -1.01 2.74 -2.54 -0.082
N 0.5069 0.2530 -0.4343 -1.91 -0.45 1.51 0.018
N -1.1319 0.5432 2.1857 -1.22 1.28 0.16 -0.113
S -1.3516 -1.8203 0.8917 0.66 0.04 -0.48 1.107
H -0.3605 -2.8485 -0.9483 -0.19 -0.03 0.39 0.089
H 1.8560 -2.4393 -1.6677 0.86 -0.53 0.17 0.068
H 1.4576 -1.2565 -2.8721 0.35 0.49 0.76 0.113
H 2.5964 -0.7064 -1.4102 -0.53 -1.64 -1.54 0.118
H 2.2745 1.2173 -0.4730 1.86 -0.28 -0.86 0.082
H 0.9882 1.7657 -1.7536 0.86 -0.35 -0.21 0.121
H 1.0179 2.1631 -0.0925 -0.50 0.41 0.18 0.075
H -3.2104 0.8707 1.9321 0.76 0.56 -0.02 0.107
H -2.0455 2.3690 1.5709 -0.75 -2.40 0.30 0.138
H -2.2816 1.0324 0.3765 0.51 -0.25 1.84 0.112
H -0.7611 1.1744 2.9114 0.33 -1.07 -0.07 0.168
```
Forces are in eV/Å.

For the HOMO energy (spin up / spin down), the calculation gives -13.037 / -13.036 eV. For the molar mass, the calculation gives 143.24 g mol⁻¹. The total charge is +1. The calculated total energy is -20204.7447 eV. The LUMO energy (spin up / spin down) comes out at -5.600 / -5.600 eV. The value obtained for the HOMO-LUMO gap (spin up / spin down) is 7.44 / 7.44 eV. The maximum force is 0.0752 Eh/bohr. The energy relative to the best compared isomer or geometry (same formula, charge and spin) is 521.78 kJ/mol.